Entry 1:
90
Properties=species:S:1:pos:R:3 method="wB97M-V/def2-TZVPD" relative_energy_kcal_mol=145.45 homo_lumo_gap_ev=9.8 smiles=OCCO.OCCO.OCCO.OCCO.OCCO.OCCO.OCCO.OCCO.OCCO energy_ev=-56386.6434
O 0.20484 28.63368 8.99593
C 0.81314 27.52742 9.57630
C 0.64065 27.50313 11.06627
O -0.51655 26.86437 11.49200
H -0.65683 28.79592 9.38683
H 0.51833 26.60454 9.07682
H 1.89263 27.66652 9.51753
H 0.75783 28.47660 11.54243
H 1.47947 26.92152 11.44862
H -0.54020 26.65589 12.42879
O -3.80320 19.06049 12.63368
C -4.11457 19.90682 11.55256
C -3.67834 19.55770 10.06470
O -4.36714 18.31421 9.63810
H -4.42758 18.34573 12.48924
H -5.19244 20.06808 11.56957
H -3.69085 20.88463 11.78156
H -2.58914 19.58821 10.03608
H -3.99150 20.38406 9.42660
H -4.37920 17.71514 10.38815
O -5.98072 13.44502 18.17224
C -5.22426 14.12882 19.06245
C -5.59702 13.67881 20.46390
O -4.86741 12.46711 20.90985
H -6.90845 13.45720 18.41875
H -4.20666 13.84775 18.79115
H -5.28765 15.18828 18.81420
H -6.66197 13.46603 20.55727
H -5.36147 14.51277 21.12506
H -4.11446 12.93968 21.27227
O -2.10381 25.24998 20.78565
C -2.09926 24.04033 20.03116
C -2.89414 24.28576 18.71622
O -2.47146 25.35881 17.85525
H -1.31460 25.25941 21.33215
H -1.12274 23.86700 19.57898
H -2.33264 23.07117 20.47202
H -3.95851 24.32362 18.94813
H -2.77299 23.32852 18.20916
H -3.00708 26.15081 17.94155
O -10.39800 22.87266 4.79736
C -9.02812 23.15044 4.97510
C -8.78155 22.05204 6.06978
O -7.94669 20.96906 5.43819
H -10.80318 23.61082 4.33633
H -8.32510 23.14019 4.14217
H -8.98636 24.08813 5.52926
H -9.58758 21.38866 6.38336
H -8.51734 22.54589 7.00488
H -7.53698 20.43231 6.12056
O 0.54376 22.45865 3.96590
C 1.22904 21.35176 4.39367
C 2.59781 21.28598 3.83510
O 2.83455 21.31440 2.45528
H 0.79392 22.55717 3.04432
H 1.24150 21.46008 5.47820
H 0.69199 20.40884 4.29085
H 3.21313 20.45456 4.17896
H 3.21511 21.99112 4.39171
H 2.32141 22.03910 2.09048
O -7.93596 11.77183 4.12945
C -8.40260 12.92140 4.86101
C -8.68493 14.19576 3.94470
O -7.56134 14.93708 3.73672
H -6.99862 11.87424 3.94916
H -9.38352 12.52961 5.13010
H -7.74222 13.19933 5.68244
H -9.48992 14.83628 4.30501
H -8.90038 13.82030 2.94434
H -7.55470 15.77853 4.19880
O 4.03232 19.55984 10.02213
C 4.51078 20.34746 11.09685
C 4.39065 21.76061 10.81535
O 5.36807 22.34117 9.96646
H 3.95432 18.68244 10.40381
H 3.86241 20.23672 11.96601
H 5.54193 20.10246 11.35146
H 4.52443 22.38511 11.69863
H 3.39094 21.96122 10.43009
H 5.24348 22.14194 9.03566
O -0.98165 13.73162 10.36805
C -1.79239 12.55287 10.63607
C -2.49827 12.63380 12.00804
O -3.54239 13.57961 11.79247
H -1.60283 14.41947 10.11786
H -2.44347 12.72352 9.77871
H -1.13514 11.69635 10.48606
H -1.85561 12.96420 12.82408
H -2.95668 11.68315 12.28051
H -4.33469 13.34252 12.27997

***

Entry 2:
66
Properties=species:S:1:pos:R:3 method="wB97M-V/def2-TZVPD" spin_multiplicity=2 relative_energy_kcal_mol=28.90 homo_lumo_gap_ev="7.1 / 6.7" energy_ev=-105552.0944
Ti 1.25450 0.48739 -1.36254
C 2.86883 0.86771 2.34216
C 2.27935 1.91826 1.44540
C 0.97884 1.80262 0.94845
C 0.43020 2.79187 0.11482
C 1.18489 3.90548 -0.22417
C 2.47131 4.03364 0.28076
C 3.01113 3.05144 1.10183
H 3.86542 0.58959 1.99707
H 2.24278 -0.02574 2.38246
H 2.96521 1.24917 3.36037
H 0.33940 1.00911 1.31359
H -0.59843 2.70089 -0.21784
H 0.77289 4.66118 -0.87904
H 3.07230 4.89248 0.01261
H 4.02754 3.15142 1.46091
I 0.02461 1.84513 -3.23595
I 0.68847 0.79324 -6.25630
I 2.14463 -1.16146 -3.37209
C 2.41231 -1.18663 -1.28054
H 3.45902 -1.06284 -1.02133
H 1.95179 -2.07652 -0.86306
C -1.04234 -3.23822 -1.67350
C -2.14074 -2.20352 -1.38896
C -2.48475 -1.47848 -2.69391
C -3.39901 -2.92472 -0.88250
Si -1.51694 -1.03600 -0.05187
O -0.09732 -0.34776 -0.63643
C -2.62575 0.40291 0.35500
C -2.96681 0.73280 1.66781
C -3.72148 1.86285 1.95125
C -4.13706 2.69605 0.92310
C -3.78881 2.40166 -0.38854
C -3.04138 1.26781 -0.66610
C -1.01198 -1.94452 1.51111
C -1.94014 -2.49100 2.40267
C -1.53644 -3.18920 3.53027
C -0.18496 -3.36666 3.79201
C 0.75721 -2.84747 2.91625
C 0.34091 -2.15164 1.79050
H -1.41040 -3.97591 -2.39297
H -0.73508 -3.77756 -0.77421
H -0.15928 -2.76908 -2.11246
H -2.76689 -2.21505 -3.45240
H -1.64053 -0.90952 -3.08673
H -3.33072 -0.79852 -2.57443
H -3.79882 -3.55692 -1.68158
H -4.18565 -2.22153 -0.59745
H -3.18979 -3.57514 -0.03064
H -2.62269 0.11311 2.48656
H -3.97490 2.09884 2.97674
H -4.72219 3.57954 1.14393
H -4.09639 3.05503 -1.19454
H -2.76151 1.07203 -1.69686
H -3.00241 -2.37213 2.21879
H -2.27697 -3.59691 4.20632
H 0.13189 -3.91567 4.66925
H 1.81316 -2.98998 3.10761
H 1.09336 -1.75803 1.11422
F 3.01664 1.46919 -1.47812
Sb 5.01065 1.76038 -1.86186
F 4.42172 2.18519 -3.58381
F 4.72874 3.52515 -1.29411
F 6.82658 2.02994 -2.19555
F 5.25190 1.21905 -0.07536
F 5.07043 -0.05781 -2.34608

***

Entry 3:
93
Properties=species:S:1:pos:R:3 method="wB97M-V/def2-TZVPD" relative_energy_kcal_mol=23.53 homo_lumo_gap_ev=7.2 energy_ev=-205647.3524
Rb -1.16030 -0.64768 -0.82693
C 1.28473 -2.50432 1.60590
N 2.11958 -1.30809 1.74531
C 2.97956 -1.28182 2.87985
C 2.43633 -0.51590 0.60504
N 1.42083 0.12792 -0.03686
C 1.66732 0.56814 -1.37051
C 2.26036 -0.29380 -2.20872
C 2.68661 0.07127 -3.52949
C 2.45551 1.30849 -4.01340
C 1.76407 2.22881 -3.16075
C 1.48290 3.55014 -3.71652
C 0.69973 4.39338 -3.03535
C 0.12073 3.99244 -1.79016
C 0.39328 2.76516 -1.24734
N -0.44851 2.22949 -0.24972
C -0.72417 2.99930 0.77309
N -1.90316 2.87765 1.38946
C -3.09786 2.57279 0.58362
C -2.14628 3.00346 2.78878
N 0.18262 3.78181 1.55344
C -0.22788 5.11656 1.84734
C 1.61780 3.65724 1.43383
C 1.23588 1.83912 -1.91903
N 3.83877 -0.23979 0.48613
C 4.34033 0.99295 -0.06306
C 4.69690 -1.39798 0.45272
H 0.53744 -2.70990 2.37264
H 1.95252 -3.39161 1.55506
H 0.77153 -2.44423 0.62290
H 2.34884 -1.50645 3.78371
H 3.45363 -0.32016 3.01824
H 3.78603 -2.05201 2.72493
H 2.37269 -1.28285 -1.86209
H 3.01490 -0.66467 -4.21869
H 2.68122 1.70566 -5.00015
H 1.83845 3.68956 -4.70585
H 0.46563 5.41891 -3.34828
H -0.56214 4.63796 -1.25701
H -2.85782 2.78055 -0.47630
H -3.87705 3.35204 0.82467
H -3.38006 1.58113 0.63325
H -1.15872 2.77283 3.27538
H -2.92003 2.36055 3.21739
H -2.43344 4.05708 3.02417
H -1.32811 5.17528 1.81534
H 0.40979 5.89339 1.28278
H 0.05852 5.31984 2.92559
H 1.81332 2.59438 1.25292
H 1.97505 3.99654 2.34663
H 2.13280 4.17655 0.59942
H 3.58162 1.72928 -0.06298
H 4.58607 0.94032 -1.10110
H 5.07436 1.35791 0.58202
H 4.07370 -2.19958 0.87331
H 5.55531 -1.23912 0.99536
H 5.02979 -1.61909 -0.56875
Se -3.75236 -2.49280 2.33823
Se -5.25716 -0.85895 1.80787
C -5.35149 -1.01537 -0.10432
C -6.52978 -0.49894 -0.70754
C -6.60908 -0.74194 -2.05850
C -5.68338 -1.49100 -2.72366
C -4.58619 -1.91858 -2.01748
N -4.33918 -1.59405 -0.76096
C -2.28916 -1.42537 2.88360
C -2.02153 -1.42628 4.24118
C -0.87625 -0.76979 4.75477
C -0.09935 -0.18868 3.80537
C -0.55672 -0.11309 2.45427
N -1.58561 -0.72096 1.99568
H -7.23653 0.19541 -0.21099
H -7.44096 -0.30096 -2.63176
H -5.91175 -1.95949 -3.71540
H -3.82282 -2.54960 -2.45595
H -2.72706 -1.92589 4.83979
H -0.61421 -0.92369 5.80788
H 0.86754 0.14717 3.99331
H 0.13352 0.24759 1.64288
F 2.89310 -3.83161 -1.54740
C 1.86430 -4.65992 -1.44774
F 2.17393 -5.81401 -2.03036
F 1.77617 -4.98664 -0.16050
C 0.54225 -4.02030 -1.96672
O 0.49496 -2.81549 -1.46073
C -0.74517 -4.81767 -1.45128
F -0.96490 -4.68654 -0.11670
F -1.88185 -4.30881 -1.99211
F -0.64974 -6.10370 -1.67913
C 0.49042 -3.90382 -3.51847
F -0.52053 -3.10537 -3.91404
F 0.20766 -5.15878 -4.01997
F 1.63738 -3.45896 -3.97434